No. 1
ORCA calculation (ωB97M-V/def2-TZVPD) on the molecule C3H7ClFN in a non-equilibrium geometry.

SMILES   NC[C@@H](F)CCl
Frontier orbital gap   10.3 eV
E_LUMO   0.0328 Ha
HOMO energy   -9.420 eV
E_tot   -733.282118 hartree
Molecular weight   111.5 g/mol

The geometry in XYZ format:
```
13
C3H7ClFN | OMol25 | ωB97M-V/def2-TZVPD
N -0.244 1.701 -0.148
C 0.608 0.722 0.349
C 0.634 -0.613 -0.318
F 1.460 -1.366 0.519
C -0.798 -1.239 -0.156
Cl -0.762 -2.824 -0.759
H 0.078 2.497 -0.531
H -1.069 1.732 0.453
H 0.220 0.497 1.375
H 1.601 1.168 0.583
H 0.945 -0.622 -1.382
H -1.180 -1.125 0.798
H -1.492 -0.527 -0.782
```

No. 2
ORCA calculation (ωB97M-V/def2-TZVPD) on a cluster of 2 separate species, C3H7ClFN2O2 in total in a non-equilibrium geometry.

Frontier orbital gap   7.8 eV
E_LUMO   0.1256 Ha
HOMO energy   -4.386 eV
Total charge   -1
E_tot   -938.512583 hartree
Molecular weight   157.6 g/mol

The geometry in XYZ format:
```
16
C3H7ClFN2O2 | OMol25 | ωB97M-V/def2-TZVPD
C 0.422 0.647 -0.195
H -0.311 -1.036 0.895
C -0.282 -0.719 -0.166
H 1.480 0.416 -0.426
C 0.174 1.554 0.991
H -0.883 1.831 1.094
H 0.456 1.029 1.915
H 0.794 2.456 0.902
N 0.313 -1.612 -1.064
H 0.060 -2.577 -0.885
H 1.370 -1.474 -1.023
N -1.814 -0.568 -0.426
O -2.302 -1.074 -1.405
O -2.450 0.028 0.427
Cl -0.081 1.598 -1.770
F 3.055 -0.498 1.136
```